Below is a single C3H5Cl3NOP molecule, with properties calculated with ωB97M-V/def2-TZVPD.

```
14
Properties=species:S:1:pos:R:3
C 0.697 0.043 -0.392
C -0.318 2.003 0.334
C -1.646 0.023 0.228
N -0.446 0.574 0.080
O 0.619 -1.244 -0.796
P 1.021 -2.475 0.199
Cl 2.165 0.490 0.259
Cl -1.874 -1.723 -0.188
Cl -3.109 0.894 -0.331
H 0.461 2.449 -0.201
H -1.250 2.529 0.023
H -0.084 2.081 1.438
H 2.559 -2.198 0.248
H 1.206 -3.447 -0.901
```

F_max ... 3.3 eV/Å
Energy above the lowest of the compared OMol25 structures with the same formula, charge and spin ... 2.948 eV
Charge ... 0